Molecular formula: C48H130N10O12
Method: DFT, wB97M-V/def2-TZVPD

Structure (XYZ):
```
200
Properties=species:S:1:pos:R:3:forces:R:3
C -5.484637 1.749021 0.992941 -1.88 1.48 2.74
O -5.023811 1.878521 2.367098 -0.05 -1.95 -1.23
C -4.837738 3.162878 2.845826 -0.42 0.06 0.18
C -3.640056 3.843539 2.246780 -0.99 1.23 -0.59
C -2.399457 3.055121 2.479515 0.30 -0.94 0.23
N -3.597562 5.225302 2.876204 -0.03 -1.49 -0.70
H -4.837901 2.212761 0.307713 1.07 0.34 -1.06
H -6.468701 2.302337 0.973494 0.70 -0.54 -0.37
H -5.666532 0.714301 0.805184 0.10 -0.62 -0.16
H -5.709477 3.737454 2.584760 -0.76 0.65 0.03
H -4.811077 3.073067 3.945288 0.35 0.21 -0.40
H -3.791581 3.887023 1.116473 -0.02 0.21 1.19
H -2.035672 3.336211 3.461577 0.11 -0.55 0.49
H -1.663986 3.439239 1.802562 0.71 -0.18 -0.51
H -2.552579 1.919087 2.339241 0.25 1.88 0.33
H -4.461542 5.718882 2.632945 0.45 -0.15 0.01
H -2.825856 5.705391 2.436412 0.08 0.36 -0.17
C 0.610116 -7.530506 5.154791 -0.65 0.42 -0.03
O 1.029448 -6.603809 4.161694 -0.33 0.36 0.55
C 0.055749 -5.590128 3.981001 -0.21 -0.37 -0.56
C 0.382613 -4.691039 2.795370 -0.11 0.19 -0.18
C -0.761152 -3.663356 2.662153 1.03 -0.77 -0.55
N 0.596752 -5.420334 1.535593 -0.59 1.33 0.00
H 0.075324 -7.085823 6.032035 0.35 0.05 -0.77
H 1.477261 -8.012639 5.537386 0.77 -0.47 0.22
H -0.040199 -8.274531 4.692689 -0.18 -0.11 0.09
H -0.948749 -6.053097 3.869111 0.30 0.12 -0.29
H -0.024531 -4.957161 4.846811 0.16 0.30 0.79
H 1.337042 -4.144411 2.981471 -0.55 -0.42 0.09
H -1.099289 -3.345311 3.623032 0.05 0.64 0.76
H -1.612017 -4.159837 2.243450 -0.58 -0.20 -0.62
H -0.458546 -2.833212 2.020913 -0.20 0.03 0.13
H 1.343307 -6.037745 1.648954 1.58 -1.12 0.28
H -0.159313 -5.997624 1.222425 -0.85 -0.01 0.15
C 3.900547 0.881265 -1.212300 0.53 0.50 0.06
O 4.564843 1.916575 -0.468520 0.91 -1.11 -0.26
C 5.617047 1.226150 0.221157 -0.50 1.24 2.15
C 6.702307 2.160198 0.801010 0.23 0.35 0.02
C 7.202336 3.167523 -0.204684 -1.10 1.59 -0.14
N 7.921340 1.485688 1.265586 -1.02 -0.85 1.36
H 3.100539 1.307292 -1.814893 -0.01 0.05 0.13
H 3.516068 0.169325 -0.489019 -0.33 -0.32 -0.16
H 4.644297 0.374642 -1.856633 -0.45 0.12 0.08
H 5.157237 0.648616 1.068049 0.28 0.28 -0.48
H 6.148338 0.521457 -0.361326 0.33 -0.85 -1.33
H 6.316802 2.662014 1.703398 -0.09 0.06 -0.46
H 6.391147 3.668578 -0.748252 -0.08 -0.25 0.14
H 7.834077 2.747921 -0.967343 0.45 -0.44 -0.17
H 7.722926 3.983974 0.305705 0.26 -0.34 -0.05
H 8.347046 0.929320 0.543507 0.07 -0.19 -0.36
H 7.655339 0.845678 2.032783 0.48 0.32 -0.53
C -1.026720 -3.292850 -3.558487 0.41 1.08 -1.45
O -1.773118 -3.773342 -4.655717 -0.32 -0.65 -0.62
C -1.031629 -4.543915 -5.612802 -0.97 1.08 -0.51
C -1.829508 -4.593255 -6.948999 0.63 -1.15 1.15
C -1.101925 -5.637227 -7.817577 -0.32 1.37 0.04
N -1.735130 -3.264660 -7.514492 0.07 -0.15 1.77
H -0.187061 -2.707026 -3.985522 -0.01 -0.25 0.56
H -0.665981 -4.079276 -2.938219 0.37 -0.56 0.64
H -1.657084 -2.592398 -3.008915 -0.08 -0.22 0.11
H -0.174189 -3.967958 -5.953163 0.75 -0.12 0.57
H -0.786964 -5.530159 -5.220442 0.10 -0.07 0.05
H -2.823286 -5.031775 -6.670567 0.18 0.77 -0.52
H -0.083786 -5.262705 -8.008448 -0.15 -0.43 0.22
H -1.571368 -5.779231 -8.803543 -0.03 -0.21 0.48
H -1.141346 -6.496522 -7.166032 0.39 -0.83 -0.55
H -2.208373 -2.605069 -6.898658 0.02 -0.03 -0.40
H -2.091588 -3.238541 -8.423378 -0.82 0.28 -1.50
C 5.895305 -2.667127 0.605059 -1.24 0.37 0.04
O 4.895890 -3.082148 -0.329052 1.13 -0.20 0.63
C 3.595942 -2.899526 0.107047 -1.23 0.17 0.50
C 2.687602 -3.236141 -1.070595 -0.82 -1.34 0.90
C 2.860821 -2.261724 -2.209708 0.61 0.35 0.21
N 1.263915 -3.395044 -0.698424 0.16 0.39 0.92
H 5.912107 -1.551491 0.631430 0.60 -0.73 -0.20
H 6.770249 -3.204395 0.290241 0.78 0.48 -0.14
H 5.695235 -2.974778 1.644983 -0.31 -0.19 -0.25
H 3.362477 -3.509092 1.045469 0.19 0.59 -1.10
H 3.379847 -1.846555 0.296088 0.21 0.39 0.67
H 3.001964 -4.241331 -1.303582 0.28 -0.39 -0.86
H 2.513136 -2.674063 -3.144885 -0.08 -0.19 -0.30
H 3.929962 -1.992902 -2.292979 -0.47 -0.12 -0.16
H 2.290713 -1.345218 -2.023938 0.00 -0.08 0.16
H 1.027451 -2.549223 -0.160107 -0.27 -0.26 -0.34
H 1.126519 -4.184664 -0.020768 0.29 0.82 -0.73
C -4.646396 2.172405 -3.445221 -2.34 -0.82 -0.16
O -4.505731 0.753635 -3.281960 0.19 0.41 0.69
C -5.642640 -0.064024 -3.496589 0.24 -0.70 -0.30
C -5.117394 -1.502516 -3.782482 -1.14 -0.80 0.45
C -3.989299 -1.562161 -4.809007 -0.85 0.38 0.40
N -6.288388 -2.445862 -4.040034 -0.07 2.61 -1.64
H -4.771804 2.444750 -4.509486 0.44 -0.14 0.26
H -3.774644 2.582063 -2.991768 0.58 0.59 0.16
H -5.589627 2.573551 -2.956007 1.07 -0.49 -0.11
H -6.395801 -0.079851 -2.668049 0.75 0.16 -0.38
H -6.111974 0.320108 -4.379788 -0.78 0.12 -0.75
H -4.735866 -1.857503 -2.833765 0.34 -0.04 0.30
H -3.644014 -2.574293 -4.879097 0.12 -0.57 -0.22
H -3.149935 -0.975001 -4.443789 -0.01 0.22 -0.22
H -4.346708 -1.211292 -5.786296 0.21 0.06 0.12
H -6.062628 -3.413880 -3.999286 0.67 -0.65 0.21
H -6.611984 -2.283300 -5.028768 0.32 -0.23 1.34
C 1.794826 0.022856 -4.927640 -1.01 1.36 0.39
O 0.606014 0.690226 -5.455655 1.32 -0.60 0.05
C -0.484772 -0.225091 -5.523552 0.46 0.67 -0.50
C -1.597089 0.397173 -6.360914 0.22 0.25 -0.66
C -1.153547 0.829268 -7.778805 0.80 0.22 1.50
N -2.218944 1.548939 -5.761901 -0.40 1.13 0.25
H 1.511224 -0.345379 -3.965390 -0.10 -0.51 0.90
H 2.590350 0.763901 -4.720793 -0.45 -0.28 -0.64
H 2.142848 -0.834458 -5.495515 0.00 0.11 -0.58
H -0.110056 -1.136742 -6.000980 -0.31 -0.29 0.16
H -0.869813 -0.398661 -4.511975 0.07 -0.34 0.04
H -2.367421 -0.360495 -6.487715 -0.07 -0.10 0.09
H -2.007798 1.123488 -8.346308 -0.59 0.04 -0.46
H -0.599632 0.033900 -8.240714 0.22 -0.38 -0.49
H -0.491890 1.705103 -7.684048 -0.13 -0.32 -0.09
H -1.581368 2.302399 -5.533851 0.40 -0.16 -0.41
H -2.725901 1.411691 -4.910471 -0.34 -0.78 0.37
C 3.927344 4.387925 2.823809 0.41 0.62 -1.48
O 3.643558 4.017660 4.099705 -0.99 0.11 2.78
C 3.596184 5.157293 5.002762 1.84 -1.51 0.10
C 3.415465 4.699080 6.442510 1.68 -0.15 -0.76
C 4.480825 3.682445 6.806297 -0.80 0.07 1.39
N 2.179781 4.047944 6.702238 -2.80 0.63 -0.19
H 5.003874 4.635349 2.752148 -0.30 0.24 -0.35
H 3.287058 5.238897 2.556365 0.31 0.16 -0.38
H 3.701626 3.583609 2.115737 0.06 -0.07 0.23
H 4.553759 5.687058 4.949667 0.18 0.00 -0.17
H 2.861086 5.858453 4.741800 -1.46 0.84 -0.75
H 3.664939 5.557888 7.068208 -0.87 0.26 0.17
H 4.260728 3.401478 7.854736 0.50 0.27 -0.32
H 5.478677 4.082956 6.705521 0.35 -0.29 -0.21
H 4.247414 2.793721 6.263059 0.58 -0.69 -0.74
H 2.015568 3.365880 5.964193 0.33 -0.27 0.14
H 1.361210 4.670652 6.519263 0.88 -0.31 0.51
C 2.615857 5.838152 -0.810909 -1.79 -1.94 -0.58
O 1.426866 5.116621 -0.383173 -0.29 0.39 -0.15
C 0.325117 5.125145 -1.296905 0.64 0.80 -1.06
C -0.979583 4.914376 -0.523930 0.25 -1.26 -1.08
C -2.164832 4.613538 -1.491895 -1.08 -0.14 2.56
N -1.285722 5.956973 0.430499 0.37 0.68 -0.04
H 3.385928 5.453542 -0.177138 0.73 -0.27 0.08
H 2.456129 6.858868 -0.568922 0.06 1.23 -0.37
H 2.768269 5.586758 -1.888637 0.32 0.63 0.79
H 0.277323 6.082305 -1.915221 0.11 -0.68 0.86
H 0.494841 4.327085 -2.055103 -0.27 0.18 0.42
H -0.776552 3.968934 0.012399 -0.29 0.35 0.08
H -1.899592 3.905939 -2.215079 0.75 -0.94 -1.30
H -2.667353 5.445595 -1.976355 0.32 0.41 0.06
H -2.966757 4.069293 -0.900373 0.76 0.80 -0.48
H -1.408515 6.806073 -0.112098 -0.56 0.17 -0.13
H -0.423558 6.201904 0.915785 0.03 -0.49 0.30
C 3.387034 -0.990526 5.047887 1.48 0.47 -0.48
O 2.005594 -0.768567 5.077227 0.63 0.94 0.57
C 1.699350 0.446079 5.777926 0.74 -1.02 1.66
C 0.241974 0.288308 6.241097 0.61 1.22 -1.58
C -0.624565 -0.107413 5.050584 0.38 -0.37 -1.18
N -0.175796 1.586054 6.763839 0.44 0.06 -0.11
H 3.916285 -1.177927 6.026410 -0.96 0.22 -0.53
H 3.964139 -0.164605 4.540703 -0.66 -0.31 0.50
H 3.558272 -1.841127 4.410348 -0.01 -0.58 -0.12
H 2.363526 0.462313 6.710438 -0.72 0.14 -0.93
H 1.958271 1.371132 5.233309 -0.43 -0.43 -0.34
H 0.276313 -0.547721 6.923015 -0.27 -0.25 0.62
H -0.190951 -1.009254 4.512503 -0.68 1.01 0.81
H -0.762270 0.696451 4.282730 0.39 -0.38 0.77
H -1.606415 -0.324314 5.428571 -0.65 -0.37 0.01
H 0.486153 1.961019 7.421265 0.44 0.10 0.18
H -1.057740 1.631051 7.229370 -0.70 -0.43 0.04
C -2.754900 -4.341222 -0.815355 0.62 -0.67 -0.76
C -3.698537 -3.229653 -0.519773 0.44 0.44 0.84
O -3.570856 -2.894457 0.871671 -0.18 0.37 -1.42
C -4.331258 -1.727031 1.122029 0.08 -0.11 1.17
C -3.978851 -1.323522 2.539178 -1.38 1.07 0.26
H -2.872185 -5.173276 -0.136390 -0.03 -0.04 0.64
H -2.958528 -4.817907 -1.782210 0.09 0.46 -0.14
H -1.705555 -3.997707 -0.801469 -0.41 -0.20 0.07
H -3.474169 -2.339974 -1.121932 0.17 0.01 -0.02
H -4.730207 -3.455529 -0.718435 -0.71 -0.43 -0.19
H -4.069877 -0.892387 0.422061 -0.32 -0.72 0.19
H -5.426291 -1.987298 1.104625 0.75 0.43 -0.42
H -2.945746 -1.020473 2.672125 0.20 -0.18 -0.04
H -4.285902 -2.088663 3.241820 0.39 -0.48 0.06
H -4.622644 -0.473058 2.828471 0.44 -0.02 -0.19
C -1.807402 0.804730 -0.829732 -1.48 -1.85 0.28
C -0.977329 -0.507286 -0.811406 1.30 0.62 0.29
O 0.286684 -0.356562 -0.026779 -1.49 0.01 -1.43
C 0.089329 0.336436 1.185493 0.69 -0.03 0.96
C 1.450655 0.259093 1.935446 -0.90 0.12 -1.00
H -2.356126 0.938353 0.125038 0.04 -0.34 -0.43
H -1.256102 1.713858 -0.893066 0.79 0.50 -0.73
H -2.570075 0.678836 -1.642978 0.61 0.46 0.59
H -1.523718 -1.378711 -0.427127 -0.19 0.37 0.41
H -0.695593 -0.836989 -1.835024 0.26 0.58 0.59
H -0.324454 1.363552 1.061591 0.71 -0.46 -0.08
H -0.638994 -0.193640 1.783399 -0.59 -0.27 0.32
H 1.632982 -0.772828 2.229569 -0.10 -0.02 0.27
H 1.518886 0.931759 2.792307 0.00 -0.10 -0.14
H 2.190440 0.481723 1.173776 0.39 0.41 0.14
```
Positions in Å, forces in eV/Å.

As for the total energy: -91347.39740 eV. Its gap between HOMO and LUMO is 9.3 eV. Its structure (SMILES) is COC[C@H](C)N.COC[C@H](C)N.COC[C@H](C)N.COC[C@H](C)N.COC[C@H](C)N.COC[C@H](C)N.COC[C@H](C)N.COC[C@H](C)N.COC[C@H](C)N.COC[C@H](C)N.CCOCC.CCOCC. The value obtained for the relative energy (zero: lowest compared OMol25 entry of this formula, charge and spin) is 0.0 kcal/mol.